Here is 10 unconnected molecules or ions with the total composition C69H157F2N7O10P2S2 in a non-equilibrium geometry from the OMol25 dataset. Energies are from ωB97M-V with the def2-TZVPD basis set.

Cartesian coordinates (Å):
N 3.0167 -2.1588 3.5887
S 2.9212 -2.8626 2.2734
O 3.5095 -2.3023 1.0447
O 1.8515 -3.8719 2.1646
F 4.0622 -3.9119 2.7483
S 1.7153 -1.1587 3.1136
O 0.4383 -1.7411 2.5934
O 2.2527 0.1172 2.6801
F 1.2584 -0.7579 4.5627
C 9.6248 0.7573 -3.7935
C 10.5991 1.8731 -3.5325
O 10.8594 2.3840 -2.4528
N 11.3273 2.3975 -4.8294
H 10.5986 2.5697 -5.5073
H 11.7471 3.2616 -4.5175
C 12.3400 1.3390 -5.2166
H 9.8622 0.0177 -4.5582
H 8.6999 1.2671 -4.0632
H 9.5011 0.1277 -2.9124
H 12.8249 1.7328 -6.1099
H 11.8009 0.4658 -5.5839
H 13.0868 1.2392 -4.4288
C -6.8344 -7.5109 -1.0033
C -6.1157 -6.2002 -0.9503
O -5.0113 -6.0575 -1.3065
N -6.9244 -5.0377 -0.3794
H -7.7379 -4.9197 -0.9662
H -7.4635 -5.3255 0.4247
C -6.1702 -3.7062 -0.0342
H -6.1719 -8.1711 -1.5632
H -7.8053 -7.4807 -1.4977
H -6.8901 -7.8948 0.0153
H -5.9744 -3.0589 -0.8890
H -5.1856 -4.0393 0.2938
H -6.7466 -3.3436 0.8170
C 8.1425 -0.7479 5.4166
C 8.2962 -1.3675 6.7966
O 9.3501 -1.3982 7.3890
N 6.9801 -1.6983 7.5539
H 6.6321 -1.0417 8.2380
H 6.3044 -1.7226 6.8036
C 7.1487 -3.1725 7.9145
H 7.4402 0.0658 5.2356
H 7.8310 -1.5061 4.6981
H 9.1286 -0.5091 5.0183
H 7.8899 -3.2854 8.7057
H 7.5229 -3.7721 7.0847
H 6.1388 -3.4985 8.1632
C -6.3359 -11.2296 8.8167
C -5.7075 -11.5504 7.5153
C -4.3583 -10.8310 7.5337
C -4.4297 -9.3187 7.3481
N -3.2516 -8.4329 7.9454
C -3.5612 -6.9644 7.6532
C -2.6670 -6.1958 8.6467
C -2.3731 -7.1279 9.8044
C -3.1121 -8.4328 9.4948
C -1.9365 -8.7222 7.1638
H -5.7748 -11.2997 9.7485
H -7.2868 -11.7580 8.8848
H -6.7490 -10.2214 8.8500
H -6.3065 -11.0956 6.7263
H -5.5734 -12.6161 7.3301
H -3.6524 -11.2411 6.8116
H -3.9209 -11.1083 8.4928
H -5.3511 -8.8483 7.6911
H -4.4229 -9.1365 6.2735
H -3.5191 -6.5786 6.6346
H -4.5637 -6.7687 8.0338
H -1.7406 -5.8167 8.2152
H -3.0897 -5.2963 9.0943
H -1.3096 -7.3667 9.7946
H -2.7393 -6.8145 10.7821
H -2.6299 -9.3423 9.8532
H -4.1369 -8.4081 9.8652
H -1.1889 -8.0749 7.6221
H -2.0253 -8.4993 6.1005
H -1.6507 -9.7681 7.2756
C 6.1987 11.5733 -5.6809
C 4.9952 10.9451 -4.9954
C 5.4554 9.9099 -3.9944
C 4.2129 9.4707 -3.2037
N 4.1693 7.9388 -2.9596
C 4.0552 7.2178 -4.3011
C 2.6790 6.4770 -4.4148
C 2.4292 6.1840 -2.9410
C 2.9408 7.4147 -2.2388
C 5.4423 7.4838 -2.2291
H 5.8768 12.2791 -6.4467
H 6.9854 10.8943 -6.0096
H 6.7683 12.2156 -5.0093
H 4.3506 10.5035 -5.7553
H 4.3130 11.6966 -4.5978
H 6.2450 10.2969 -3.3503
H 6.0256 9.2453 -4.6434
H 3.2209 9.5660 -3.6453
H 4.1110 9.8982 -2.2062
H 4.8876 6.6185 -4.6698
H 4.1073 8.0113 -5.0466
H 2.8327 5.5952 -5.0367
H 1.8795 7.0786 -4.8471
H 3.0870 5.3871 -2.5942
H 1.4030 5.9332 -2.6723
H 3.0480 7.2498 -1.1667
H 2.1882 8.1898 -2.3840
H 5.6261 7.9793 -1.2758
H 6.2911 7.5737 -2.9070
H 5.3284 6.4142 -2.0528
C 1.4645 -9.8240 -7.4598
C 1.3739 -10.3609 -5.9549
C 2.7802 -10.8453 -5.2790
C 2.6666 -11.2464 -3.7224
N 4.1064 -11.2243 -3.0600
C 5.0887 -12.0249 -3.9430
C 6.1065 -12.6447 -2.9790
C 5.6183 -12.5337 -1.5246
C 4.1657 -11.9894 -1.7139
C 4.6181 -9.7951 -2.9436
H 0.4786 -9.7533 -7.9193
H 2.1021 -10.4993 -8.0304
H 1.9675 -8.8606 -7.5437
H 0.5857 -11.0728 -5.7099
H 1.0835 -9.6039 -5.2263
H 3.3966 -9.9706 -5.4866
H 3.0891 -11.7116 -5.8639
H 2.2494 -12.2431 -3.5788
H 1.9892 -10.5164 -3.2795
H 5.4324 -11.4245 -4.7853
H 4.5802 -12.8985 -4.3508
H 7.0930 -12.1824 -3.0145
H 6.2571 -13.7064 -3.1745
H 5.9984 -11.6848 -0.9562
H 5.8352 -13.4572 -0.9879
H 3.8808 -11.3523 -0.8766
H 3.4658 -12.7986 -1.9222
H 4.4018 -9.5382 -1.9067
H 4.1306 -9.0194 -3.5342
H 5.6984 -9.7526 -3.0824
C -3.4381 7.3906 6.8198
C -2.4057 7.2925 8.0221
C -2.0854 8.7415 8.3872
C -1.2895 8.9878 9.6831
P -2.2341 9.2292 11.2359
C -3.2384 10.6987 10.9077
C -4.7884 10.7711 10.7525
C -5.2160 12.1823 10.5162
C -6.7381 12.4780 10.6181
C -3.2309 7.7260 11.6318
C -2.5151 6.3836 11.6162
C -3.4489 5.2136 11.6871
C -3.7493 4.7556 13.1108
C -1.0967 9.4831 12.6522
C -0.2388 8.2935 13.3247
C 0.9441 7.6954 12.3897
C 2.0376 8.7401 12.1695
H -4.3414 7.9117 7.1367
H -3.6588 6.3737 6.4954
H -2.9310 7.9849 6.0597
H -1.5104 6.7584 7.7038
H -2.8289 6.6535 8.7973
H -2.9569 9.3948 8.4283
H -1.6091 9.2412 7.5437
H -0.7559 9.9382 9.6757
H -0.5197 8.2283 9.8198
H -2.6956 11.1462 10.0751
H -2.9534 11.4534 11.6407
H -5.2440 10.2515 11.5954
H -5.1286 10.1615 9.9154
H -4.9059 12.6294 9.5717
H -4.7340 12.8276 11.2506
H -7.0338 13.5242 10.5389
H -7.0398 12.1530 11.6138
H -7.3019 11.9269 9.8654
H -4.0424 7.6815 10.9054
H -3.7975 7.8083 12.5593
H -1.8312 6.2601 12.4560
H -1.9087 6.3556 10.7109
H -3.1714 4.3473 11.0866
H -4.3834 5.5469 11.2356
H -4.4122 3.8916 13.1578
H -4.3326 5.5539 13.5697
H -3.0106 4.6273 13.9021
H -1.7587 9.7368 13.4802
H -0.4784 10.2881 12.2549
H -0.8697 7.4586 13.6297
H 0.1662 8.6146 14.2843
H 0.4713 7.4244 11.4458
H 1.3139 6.8064 12.9007
H 3.0029 8.3576 11.8379
H 2.4093 9.4317 12.9255
H 1.6651 9.3988 11.3851
C -8.9738 0.2008 -9.9797
C -8.5845 0.7091 -11.4063
C -7.1652 0.3784 -12.0229
C -6.1081 1.5539 -12.0011
P -4.4251 0.8927 -11.8478
C -4.2245 -0.5344 -12.9249
C -4.5383 -0.2573 -14.4693
C -5.2642 -1.4111 -15.0691
C -4.7171 -2.8088 -14.9544
C -4.1343 0.2665 -10.1295
C -2.8378 -0.4723 -9.9276
C -2.6769 -0.9782 -8.4931
C -1.2302 -1.2394 -8.1692
C -3.1112 2.1215 -12.0159
C -2.8986 2.7810 -13.3546
C -1.9023 2.0295 -14.2503
C -0.4516 2.6268 -14.2564
H -8.1672 0.4531 -9.2913
H -8.9863 -0.8868 -9.9085
H -9.8674 0.6205 -9.5177
H -8.6900 1.7939 -11.3995
H -9.4180 0.4906 -12.0739
H -7.1399 -0.0371 -13.0303
H -6.9079 -0.4688 -11.3873
H -6.2712 2.2284 -11.1605
H -5.9668 2.1453 -12.9057
H -4.7365 -1.4062 -12.5176
H -3.1786 -0.8351 -12.8635
H -3.6461 -0.0399 -15.0565
H -5.2159 0.5961 -14.4405
H -5.6173 -1.2090 -16.0803
H -6.2189 -1.6390 -14.5950
H -3.6436 -2.8304 -15.1419
H -5.1427 -3.3261 -15.8142
H -4.9162 -3.2478 -13.9768
H -4.9497 -0.4541 -10.0673
H -4.4301 0.9927 -9.3723
H -2.1090 0.3358 -9.9896
H -2.5897 -1.2114 -10.6894
H -3.2319 -1.8641 -8.1843
H -3.1774 -0.1920 -7.9278
H -1.0503 -1.8786 -7.3048
H -0.5052 -0.4256 -8.1503
H -0.7737 -1.8929 -8.9127
H -2.1946 1.6831 -11.6211
H -3.4380 2.8886 -11.3138
H -2.5777 3.8224 -13.3803
H -3.8817 2.7952 -13.8252
H -2.3202 1.9915 -15.2563
H -1.8078 1.0059 -13.8878
H -0.4727 3.5866 -14.7726
H 0.2069 2.0277 -14.8853
H -0.1050 2.6374 -13.2230
O 11.9019 -4.4130 -0.1992
C 11.3881 -5.6100 -0.1614
O 11.5329 -6.4458 -1.0893
O 10.7536 -5.7733 0.8481
H 11.4886 -4.3023 0.6601

Cartesian forces, eV/Å:
N -3.5 4.2 1.1
S 3.2 -9.4 -5.3
O -1.7 -0.1 2.2
O 0.9 2.1 -0.6
F 1.0 0.0 -0.4
S -2.7 3.2 2.1
O 3.7 1.8 0.8
O -0.8 -1.5 -0.7
F -0.2 -0.3 1.0
C 0.2 -0.1 0.1
C 0.5 0.4 3.1
O -0.5 -1.2 -3.9
N -0.5 -1.2 2.3
H 0.1 0.1 -0.7
H 0.4 0.5 -0.2
C 0.1 1.0 -1.5
H 0.3 0.5 -0.4
H -0.3 -0.2 0.1
H -0.1 0.6 0.3
H 0.3 0.0 0.1
H 0.2 -0.2 0.7
H -0.4 -0.4 0.0
C 0.2 0.0 0.0
C -0.5 -1.4 -0.4
O 0.7 1.3 0.1
N 0.3 1.2 0.0
H -0.1 0.6 -1.2
H 0.4 -0.5 1.1
C 0.1 -1.7 0.3
H -0.2 0.0 0.0
H -0.1 0.1 0.3
H -0.4 -0.1 0.0
H -0.8 -0.1 0.1
H -0.1 0.0 0.2
H 0.2 0.7 -0.4
C 0.1 -1.3 -0.8
C 2.9 3.3 0.9
O -2.9 -0.8 -0.9
N 1.2 -2.0 -2.4
H 0.5 0.1 0.8
H -0.7 0.3 -0.2
C -0.6 0.0 1.0
H 0.0 0.1 0.8
H -0.4 -0.4 0.0
H 0.0 0.3 0.6
H -0.4 0.2 0.2
H -0.2 0.6 -0.4
H 0.3 -0.3 0.3
C -2.5 0.4 1.0
C 1.0 1.2 -0.4
C 1.4 -0.4 0.3
C 0.5 0.6 0.1
N -0.3 -0.3 -2.2
C -0.4 0.9 2.0
C 0.4 1.0 0.1
C 0.2 -1.6 -0.1
C -0.3 -0.1 -1.2
C -0.5 -0.1 1.3
H 0.3 -0.6 -0.3
H 0.2 -0.5 0.5
H 0.3 0.5 -0.3
H -0.2 -0.4 -0.2
H 0.0 0.1 0.0
H -0.1 0.0 -0.3
H 0.2 0.3 0.2
H 0.1 -0.2 0.5
H 0.3 0.3 0.0
H 0.3 -0.9 -0.1
H -0.3 -0.4 -0.3
H 0.0 -0.3 -0.3
H -0.7 0.0 -0.6
H 0.0 0.2 0.6
H 0.5 0.3 -0.1
H 0.0 0.1 -0.3
H 0.0 -0.1 -0.1
H 0.1 -0.2 -0.2
H -0.4 0.2 0.2
H -0.1 0.1 0.2
C 0.2 1.2 0.4
C 0.2 0.7 -0.7
C -0.7 0.7 -0.1
C -0.2 -2.2 0.7
N 1.5 -1.7 0.5
C -0.8 1.1 -2.2
C 1.2 0.2 0.7
C 0.8 -0.6 0.0
C -1.4 1.3 0.3
C -0.4 -0.7 -0.7
H 0.2 -0.4 -0.4
H -0.5 -0.4 -0.5
H -0.2 0.1 0.5
H 0.1 -0.6 -0.1
H 0.4 0.3 0.5
H -0.3 0.3 0.3
H -0.6 -1.1 0.4
H 0.4 0.8 -0.7
H 0.4 0.2 0.0
H 0.2 -0.4 1.3
H -0.3 0.2 0.0
H -0.2 0.0 0.1
H 0.2 0.2 0.0
H -0.2 -0.5 -0.2
H 0.1 0.2 0.0
H 0.6 0.3 -0.1
H 0.0 0.2 0.2
H -0.4 0.3 -0.3
H -0.1 0.4 0.1
H -0.1 0.0 0.1
C 0.4 -0.9 1.6
C 1.0 0.4 1.4
C -2.0 -0.4 -0.5
C 1.1 0.9 -1.8
N -0.2 0.2 -1.2
C -0.4 -1.0 0.6
C 1.5 0.4 0.5
C -1.3 2.0 -0.8
C -0.3 -1.2 -0.5
C -0.1 -0.2 1.5
H 0.1 -0.1 0.1
H -0.3 -0.2 -0.1
H -0.2 0.1 0.4
H 0.1 -0.6 -0.9
H -0.1 0.9 -0.5
H 0.5 -0.3 0.4
H 0.5 0.1 0.1
H 0.2 0.0 -0.1
H 0.4 0.0 0.6
H 0.1 0.1 0.4
H -0.6 0.4 -0.1
H 0.0 0.0 -0.4
H -0.1 0.2 -0.4
H 1.2 -0.3 -0.2
H -0.8 0.2 0.2
H -0.4 -0.1 -0.4
H -0.2 0.0 0.6
H 0.2 0.3 0.0
H -0.2 -0.7 -0.5
H -0.1 -0.2 -0.1
C 1.4 -0.5 1.2
C -1.2 0.5 -1.2
C 0.0 0.6 0.7
C 0.2 -0.2 0.3
P -0.4 -2.2 0.5
C 0.2 1.0 0.2
C 0.7 -1.5 -0.7
C -1.0 2.2 0.3
C 0.4 -0.9 0.5
C -0.7 0.3 -0.1
C 1.4 0.1 -0.2
C -0.7 -0.9 0.1
C -1.4 0.7 0.8
C 0.3 -1.4 0.3
C 0.7 -0.5 -1.9
C -1.1 1.4 2.1
C 0.4 0.5 -1.0
H 0.0 -0.1 0.0
H -0.2 0.3 -0.4
H -0.3 -0.2 -0.3
H 0.1 0.2 -0.2
H -0.1 0.4 0.3
H -0.7 -0.4 0.2
H 0.7 -0.4 0.0
H 0.2 0.2 -0.4
H 0.0 -0.1 0.1
H -0.4 -0.1 -0.7
H -0.1 -0.2 0.7
H -0.1 0.6 0.4
H 0.2 -0.2 -0.3
H 0.5 -0.6 -0.3
H 0.1 0.0 0.3
H 0.5 0.0 -0.1
H -0.4 -0.1 0.0
H 0.0 -0.1 0.1
H 0.0 0.1 -0.4
H 0.3 0.6 0.3
H 0.1 0.4 -0.1
H 0.1 -0.2 0.0
H 0.6 0.2 -0.1
H -0.4 -0.2 0.0
H 0.1 -0.1 -0.2
H -0.4 0.1 0.1
H 0.9 -0.3 -0.8
H 0.0 0.9 -0.2
H 0.2 0.3 0.8
H -0.3 0.2 -0.3
H 0.2 0.6 -0.3
H 0.3 -0.3 0.0
H 0.0 0.0 -0.2
H -0.3 -0.5 -0.5
H -0.9 -0.3 0.9
H 0.3 0.2 -0.3
C 1.8 -0.2 -0.3
C -0.9 1.3 -0.4
C -0.6 0.0 0.8
C 0.4 -1.0 0.6
P 0.7 -0.8 1.4
C 1.0 0.0 -1.4
C -0.5 0.0 1.8
C -2.0 -0.9 -0.1
C 1.5 0.2 -1.0
C -2.0 -1.0 -1.4
C 0.7 0.9 0.6
C -0.4 0.3 0.1
C 1.3 -1.0 0.0
C -0.1 0.9 0.4
C -0.1 -0.3 -1.4
C 0.7 0.0 -0.1
C -1.5 -0.5 -0.6
H 0.2 0.3 0.2
H -0.4 -0.1 -0.3
H -0.1 0.0 -0.6
H 0.2 0.3 0.2
H 0.3 -0.6 -0.3
H -0.6 0.1 0.0
H 1.0 0.0 0.1
H 0.0 0.1 0.0
H -1.0 0.1 -0.2
H -0.5 0.2 0.0
H 0.2 0.1 0.2
H 0.1 0.2 0.4
H 0.1 0.3 -0.7
H 0.6 0.2 -0.2
H -0.5 1.1 0.5
H 0.3 -0.1 0.1
H -0.2 -0.7 0.6
H -0.1 -0.3 -0.3
H -0.3 -0.3 0.2
H 0.6 0.3 -0.1
H 0.7 -0.3 -0.2
H -0.3 0.0 0.0
H -0.3 -0.2 -0.7
H 0.6 0.2 0.7
H -0.4 0.5 0.5
H -0.5 0.5 0.2
H -0.3 -0.1 -0.6
H 0.0 -0.1 0.1
H 0.0 0.1 0.4
H -0.1 0.1 0.8
H 0.0 0.1 -0.4
H 0.3 -0.1 -0.1
H -0.1 -0.3 -0.1
H 0.1 0.3 0.6
H 0.0 -0.3 0.3
H 0.3 0.4 -0.2
O 2.0 3.3 -1.2
C 0.2 -5.0 -4.6
O 0.4 1.0 -0.1
O -3.1 -1.2 4.6
H 0.2 2.0 1.2

## Properties
E_HOMO: -10.693 eV
Total charge: +6
Frontier orbital gap: 2.27 eV
Electronic energy: -5535.352570 hartree
2S+1: 1

Löwdin atomic charge list, values in e, 5 entries: atom 1 (N): -0.25, atom 2 (S): 0.40, atom 3 (O): -0.30, atom 4 (O): -0.34, atom 5 (F): -0.25